{
  "formula": "C20H12BF16NO2Zn",
  "method": "ωB97M-V/def2-TZVPD",
  "orbital_gap_ev": 6.1,
  "total_charge": -2,
  "e_tot_ha": -4377.039003,
  "homo_energy_ev": -1.26,
  "symbols": ["Zn", "C", "C", "C", "C", "C", "N", "C", "C", "C", "C", "C", "C", "C", "C", "O", "C", "F", "F", "F", "C", "F", "F", "F", "C", "C", "C", "O", "C", "F", "F", "F", "C", "F", "F", "F", "H", "H", "H", "H", "H", "H", "H", "H", "H", "H", "H", "H", "F", "B", "F", "F", "F"],
  "xyz": [[11.435, 11.154, 8.787], [9.310, 6.283, 4.623], [9.437, 7.574, 5.343], [8.359, 8.051, 6.134], [8.566, 9.132, 6.925], [9.739, 9.938, 6.897], [9.812, 11.078, 7.719], [8.925, 12.089, 7.646], [7.985, 12.112, 6.589], [6.912, 12.965, 6.523], [6.716, 13.836, 7.597], [5.529, 14.724, 7.547], [7.597, 13.829, 8.671], [8.799, 13.131, 8.617], [9.838, 13.513, 9.679], [11.087, 12.968, 9.362], [10.037, 15.039, 9.691], [11.092, 15.468, 10.433], [8.934, 15.662, 10.276], [10.151, 15.535, 8.441], [9.307, 12.852, 10.980], [9.007, 11.551, 10.767], [8.161, 13.408, 11.422], [10.191, 12.857, 12.006], [10.797, 9.427, 6.121], [10.691, 8.219, 5.435], [12.178, 10.148, 6.060], [12.660, 10.579, 7.295], [13.389, 9.195, 5.595], [13.264, 8.661, 4.350], [13.521, 8.118, 6.397], [14.537, 9.915, 5.641], [12.140, 11.317, 5.042], [13.270, 12.068, 5.104], [11.912, 11.032, 3.734], [11.083, 12.112, 5.379], [8.441, 5.800, 4.989], [10.103, 5.563, 4.747], [9.113, 6.383, 3.557], [7.375, 7.586, 6.159], [7.783, 9.494, 7.590], [8.197, 11.371, 5.815], [6.252, 12.995, 5.703], [5.019, 14.640, 6.592], [5.797, 15.791, 7.747], [4.833, 14.481, 8.387], [7.397, 14.469, 9.525], [11.577, 7.841, 4.961], [11.801, 9.679, 10.079], [11.051, 8.363, 10.242], [11.635, 7.599, 11.186], [11.061, 7.652, 9.045], [9.758, 8.796, 10.582]],
  "forces_ev_per_a": [[0.137, 0.203, -0.880], [-0.413, -0.140, -0.735], [1.008, 0.243, 0.948], [1.015, -0.503, -0.864], [0.075, 1.836, 0.668], [-0.613, -0.491, -0.017], [0.537, -0.789, -0.386], [-0.464, -0.126, 0.119], [0.312, -0.576, -0.694], [1.448, 0.278, 1.683], [-0.521, -0.435, -0.326], [-0.516, 1.047, 1.618], [0.088, 0.368, -1.069], [-0.753, 0.246, 0.281], [1.615, -2.661, -1.319], [-0.349, 0.949, 0.985], [-0.797, 0.587, 0.874], [-0.555, -0.416, -0.728], [1.017, 0.114, -0.438], [0.186, -0.186, 0.958], [0.188, -0.411, 0.370], [0.400, 0.574, -0.126], [-0.032, 0.221, 0.485], [-0.244, 0.368, -0.240], [1.233, 0.596, -0.006], [-2.177, 0.191, 0.209], [1.246, -0.813, 1.463], [-0.763, 0.192, -0.754], [-0.861, 0.313, 0.716], [0.644, 0.509, -0.388], [0.159, 0.628, -0.032], [-0.370, -0.948, -0.330], [-0.905, 1.252, 0.638], [-0.784, -0.228, -0.342], [0.499, -0.455, 0.270], [0.802, 0.037, -0.133], [-1.032, -0.701, 0.447], [0.634, 0.074, 0.134], [0.236, 0.201, -0.322], [0.290, -0.286, -0.136], [0.044, -0.129, -0.123], [-0.370, 0.383, 0.018], [-0.676, -0.102, -1.004], [-0.198, 0.095, -0.028], [-0.147, -0.587, -0.420], [0.079, 0.061, -0.682], [-0.016, -0.030, -0.411], [-0.412, -0.419, -0.242], [0.143, -0.860, 0.262], [-1.118, 0.800, -1.108], [0.715, -0.220, 1.284], [0.006, 0.534, -0.146], [0.332, -0.392, -0.001]]
}



{
  "formula": "C20H12ClN5OS2",
  "method": "ωB97M-V/def2-TZVPD",
  "e_above_lowest_ev": 0.0000,
  "orbital_gap_ev": 7.5,
  "total_charge": 0,
  "e_tot_ha": -2374.808252,
  "homo_energy_ev": -8.38,
  "symbols": ["N", "C", "C", "C", "C", "C", "N", "C", "O", "N", "C", "C", "C", "N", "C", "S", "C", "C", "C", "C", "C", "C", "C", "C", "Cl", "S", "N", "C", "C", "H", "H", "H", "H", "H", "H", "H", "H", "H", "H", "H", "H"],
  "xyz": [[3.228, -2.928, -4.266], [2.948, -2.778, -3.150], [2.420, -2.657, -1.803], [1.113, -2.424, -1.433], [0.835, -1.913, -0.135], [1.881, -1.562, 0.718], [1.610, -1.072, 1.931], [1.287, 0.235, 2.149], [1.798, 0.699, 3.161], [0.344, 0.928, 1.442], [0.107, 2.372, 1.464], [0.239, 3.215, 0.212], [0.749, 4.501, 0.095], [0.816, 4.886, -1.270], [0.222, 3.932, -1.919], [-0.103, 3.649, -3.642], [-1.128, 2.295, -3.084], [-1.001, 1.978, -1.735], [-1.698, 0.964, -1.011], [-2.232, 0.067, -0.371], [-2.724, -0.876, 0.604], [-3.456, -2.016, 0.333], [-4.142, -2.527, 1.454], [-3.911, -1.776, 2.605], [-4.334, -2.144, 4.233], [-2.910, -0.328, 2.297], [-0.190, 2.929, -1.079], [3.198, -1.930, 0.393], [3.514, -2.391, -0.874], [0.409, -2.620, -2.176], [-0.223, -1.757, -0.034], [2.365, -1.245, 2.589], [-0.243, 0.349, 0.761], [-0.972, 2.432, 1.647], [0.607, 2.885, 2.280], [1.064, 5.199, 0.826], [-1.858, 1.779, -3.784], [-3.671, -2.463, -0.643], [-4.663, -3.505, 1.490], [4.121, -1.743, 0.861], [4.584, -2.641, -1.134]],
  "forces_ev_per_a": [[0.046, 0.336, 1.269], [-1.377, -1.048, -1.273], [3.555, 1.253, 0.631], [1.816, 0.484, 1.448], [0.558, -0.491, -2.634], [-0.174, -2.405, -2.427], [0.081, 0.170, 1.813], [-0.515, 2.317, 2.502], [0.118, 0.981, -0.168], [-0.206, -2.002, -2.420], [-2.055, -0.052, -0.360], [0.886, 1.045, -0.034], [0.067, -1.235, -2.366], [-0.404, 0.265, 1.099], [0.677, 0.497, 0.420], [-1.032, -0.872, 1.867], [-0.554, -1.109, 0.230], [-0.407, 0.802, -1.681], [-0.493, -1.102, 0.522], [0.927, 0.817, 0.036], [-0.950, 0.800, -0.449], [-0.322, 0.335, -0.022], [0.315, -0.279, 2.094], [0.571, 0.459, -1.029], [-0.050, 0.043, -0.516], [-0.664, -2.136, -1.063], [-0.194, -1.273, -0.620], [0.137, -0.155, -2.540], [-1.516, -1.129, -0.508], [-1.553, -0.093, -0.742], [-0.122, 0.266, 1.097], [-0.318, -0.018, 0.083], [1.311, 1.461, 1.222], [-0.013, 0.125, 0.603], [0.236, -0.371, 0.015], [0.463, 0.146, 0.667], [1.372, 0.699, 1.041], [0.625, 0.455, 0.216], [0.283, 0.943, -0.095], [0.348, 0.590, 1.946], [-1.472, 0.481, 0.127]]
}



Copy entry 2 word for word.
{
  "formula": "C20H12ClN5OS2",
  "method": "ωB97M-V/def2-TZVPD",
  "e_above_lowest_ev": 0.0000,
  "orbital_gap_ev": 7.5,
  "total_charge": 0,
  "e_tot_ha": -2374.808252,
  "homo_energy_ev": -8.38,
  "symbols": ["N", "C", "C", "C", "C", "C", "N", "C", "O", "N", "C", "C", "C", "N", "C", "S", "C", "C", "C", "C", "C", "C", "C", "C", "Cl", "S", "N", "C", "C", "H", "H", "H", "H", "H", "H", "H", "H", "H", "H", "H", "H"],
  "xyz": [[3.228, -2.928, -4.266], [2.948, -2.778, -3.150], [2.420, -2.657, -1.803], [1.113, -2.424, -1.433], [0.835, -1.913, -0.135], [1.881, -1.562, 0.718], [1.610, -1.072, 1.931], [1.287, 0.235, 2.149], [1.798, 0.699, 3.161], [0.344, 0.928, 1.442], [0.107, 2.372, 1.464], [0.239, 3.215, 0.212], [0.749, 4.501, 0.095], [0.816, 4.886, -1.270], [0.222, 3.932, -1.919], [-0.103, 3.649, -3.642], [-1.128, 2.295, -3.084], [-1.001, 1.978, -1.735], [-1.698, 0.964, -1.011], [-2.232, 0.067, -0.371], [-2.724, -0.876, 0.604], [-3.456, -2.016, 0.333], [-4.142, -2.527, 1.454], [-3.911, -1.776, 2.605], [-4.334, -2.144, 4.233], [-2.910, -0.328, 2.297], [-0.190, 2.929, -1.079], [3.198, -1.930, 0.393], [3.514, -2.391, -0.874], [0.409, -2.620, -2.176], [-0.223, -1.757, -0.034], [2.365, -1.245, 2.589], [-0.243, 0.349, 0.761], [-0.972, 2.432, 1.647], [0.607, 2.885, 2.280], [1.064, 5.199, 0.826], [-1.858, 1.779, -3.784], [-3.671, -2.463, -0.643], [-4.663, -3.505, 1.490], [4.121, -1.743, 0.861], [4.584, -2.641, -1.134]],
  "forces_ev_per_a": [[0.046, 0.336, 1.269], [-1.377, -1.048, -1.273], [3.555, 1.253, 0.631], [1.816, 0.484, 1.448], [0.558, -0.491, -2.634], [-0.174, -2.405, -2.427], [0.081, 0.170, 1.813], [-0.515, 2.317, 2.502], [0.118, 0.981, -0.168], [-0.206, -2.002, -2.420], [-2.055, -0.052, -0.360], [0.886, 1.045, -0.034], [0.067, -1.235, -2.366], [-0.404, 0.265, 1.099], [0.677, 0.497, 0.420], [-1.032, -0.872, 1.867], [-0.554, -1.109, 0.230], [-0.407, 0.802, -1.681], [-0.493, -1.102, 0.522], [0.927, 0.817, 0.036], [-0.950, 0.800, -0.449], [-0.322, 0.335, -0.022], [0.315, -0.279, 2.094], [0.571, 0.459, -1.029], [-0.050, 0.043, -0.516], [-0.664, -2.136, -1.063], [-0.194, -1.273, -0.620], [0.137, -0.155, -2.540], [-1.516, -1.129, -0.508], [-1.553, -0.093, -0.742], [-0.122, 0.266, 1.097], [-0.318, -0.018, 0.083], [1.311, 1.461, 1.222], [-0.013, 0.125, 0.603], [0.236, -0.371, 0.015], [0.463, 0.146, 0.667], [1.372, 0.699, 1.041], [0.625, 0.455, 0.216], [0.283, 0.943, -0.095], [0.348, 0.590, 1.946], [-1.472, 0.481, 0.127]]
}



- Which formula does entry 1 have?
  C20H12BF16NO2Zn



- Number 2 is which compound?
  C20H12ClN5OS2